# 1
C4H7NO | ωB97M-V/def2-TZVPD

Calculated values
Net charge: 0
HOMO: -0.356 hartree
LUMO level: 1.076 eV
Energy relative to the best compared isomer or geometry (same formula, charge and spin): 111.4 kJ/mol
Maximum force: 0.482 eV/A
Orbital gap: 10.75 eV

```
13
Properties=species:S:1:pos:R:3:forces:R:3
C -0.0380 -1.6845 -0.2973 0.0373 -0.0147 0.0585
C 0.3273 -0.2178 -0.3252 -0.1355 -0.0547 -0.1814
C -0.8400 0.7429 -0.2158 -0.1659 -0.1870 -0.0987
N -0.2207 1.9851 0.2676 0.2913 -0.1586 0.3497
C 0.7956 1.5561 0.8923 -0.0551 0.2437 0.0253
O 1.0957 0.2288 0.8299 0.1602 0.0240 -0.0283
H 0.8336 -2.3162 -0.1102 -0.0749 0.0874 -0.0124
H -0.8051 -1.8979 0.4546 0.1855 0.0555 -0.0325
H -0.4464 -1.9564 -1.2787 0.0825 0.0489 0.1875
H 0.9644 0.0043 -1.1933 -0.1734 -0.0232 0.0000
H -1.4577 0.8723 -1.1061 0.1966 0.0110 0.0872
H -1.4434 0.3628 0.6205 -0.3618 0.0744 -0.2691
H 1.4520 2.1614 1.5082 0.0132 -0.1067 -0.0857
```
Forces are in eV/Å.

# 2
C14H12O4S2 | ωB97M-V/def2-TZVPD

Calculated values
Net charge: 0
HOMO: -0.242 hartree
LUMO level: -2.950 eV
Maximum force: 2.729 eV/A
Orbital gap: 3.63 eV

```
32
Properties=species:S:1:pos:R:3:forces:R:3
C -1.8193 0.0019 -1.8869 0.0259 -0.0308 -0.5766
C -2.4131 1.2563 -2.0160 0.0930 0.0522 -0.1769
C -3.7610 1.5607 -2.1725 0.2737 0.2074 0.1031
C -4.8387 0.6932 -2.1948 -0.6681 -0.0714 0.1136
C -4.8370 -0.6979 -2.2005 -0.6288 0.0236 0.0958
C -3.7564 -1.5632 -2.1775 0.2892 -0.2060 0.1060
C -2.4091 -1.2553 -2.0123 0.0591 -0.0735 -0.1752
H -0.7346 0.0030 -1.7631 -0.1257 0.0042 -0.1881
H -1.7211 2.1018 -2.0355 -0.1628 -0.2141 0.1991
H -4.0000 2.6174 -2.2588 0.0242 -0.1036 0.0397
H -5.8332 1.1633 -2.2146 0.5061 -0.2232 -0.0961
H -5.8294 -1.1726 -2.2311 0.5113 0.2426 -0.0739
H -3.9921 -2.6214 -2.2689 0.0320 0.1432 0.0442
H -1.7154 -2.1011 -2.0240 -0.1797 0.2500 0.1894
C 4.4923 0.6981 3.1947 -0.1620 0.1457 -0.1624
C 3.5940 1.4094 2.3979 -0.1137 -0.3975 -0.1548
C 2.6962 0.6919 1.6118 0.0289 0.3793 0.0225
C 2.6969 -0.6904 1.6102 0.0257 -0.3729 0.0228
C 3.5949 -1.4088 2.3951 -0.1151 0.3967 -0.1555
C 4.4925 -0.6985 3.1936 -0.1590 -0.1412 -0.1630
S 1.4546 -1.4682 0.5566 -0.5607 2.6015 -0.3684
O 2.1322 -2.1071 -0.5501 0.0934 -0.7108 0.3674
O 0.5356 -2.2355 1.3699 0.1776 -0.7669 -0.0852
C 0.6983 0.0016 0.0750 0.6337 0.0065 -0.0251
S 1.4536 1.4716 0.5597 -0.6550 -2.6374 -0.2459
O 0.5328 2.2355 1.3760 0.2163 0.7380 -0.1179
O 2.1295 2.1133 -0.5437 0.1482 0.7654 0.2772
H 5.1933 1.2492 3.8147 -0.0605 -0.1457 -0.0383
H 3.5623 2.4942 2.3692 0.1232 -0.1224 0.1146
H 3.5641 -2.4935 2.3641 0.1224 0.1187 0.1155
H 5.1934 -1.2503 3.8129 -0.0582 0.1436 -0.0379
H -0.3562 0.0015 -0.1510 0.2656 -0.0012 1.0302
```
Forces are in eV/Å.

# 3
C16H48O8 | ωB97M-V/def2-TZVPD

Calculated values
Net charge: -1
HOMO (alpha / beta): 0.021 / -0.254 hartree
LUMO level (alpha / beta): 2.599 / 2.549 eV
Spin multiplicity: 2
Energy relative to the best compared isomer or geometry (same formula, charge and spin): 172.7 kJ/mol
Maximum force: 3.505 eV/A
Expectation value of S²: 0.751
Orbital gap (alpha / beta): 2.02 / 9.45 eV

```
72
Properties=species:S:1:pos:R:3:forces:R:3
C -3.0788 -1.3918 2.9642 0.7725 1.0723 1.1565
C -3.0555 -1.0750 1.5132 -0.6060 -0.3797 -0.0796
O -2.9034 -2.2649 0.7506 -0.7238 0.6402 -0.8004
H -3.1451 -0.4950 3.5801 -0.2047 0.5300 -0.2462
H -2.0564 -1.6904 3.1960 -0.2849 -1.1633 0.5326
H -3.9489 -1.9691 3.2768 0.5743 -0.7571 -0.1242
H -2.2962 -0.3194 1.3119 -0.0158 -0.0415 -0.2309
H -4.0473 -0.6704 1.3111 0.0910 0.1130 -0.7928
H -2.1184 -2.7773 0.9576 0.1247 0.0498 0.4930
C -4.7036 2.2715 -1.3780 -1.0787 0.3925 0.6337
C -3.4039 1.8463 -0.7764 -0.0797 -1.3710 0.7687
O -2.3585 2.4068 -1.4219 1.3767 2.3630 -2.1922
H -5.5393 1.6901 -0.9887 0.1107 -0.5539 -0.0543
H -4.6986 2.1771 -2.4639 0.1084 0.1470 0.0576
H -5.0133 3.2644 -1.0517 0.4174 0.4421 -0.4340
H -3.2912 0.7735 -0.9327 -0.4432 -0.5591 0.5436
H -3.2318 2.1015 0.2692 -1.0455 -0.3431 0.5682
H -1.5211 2.0633 -1.1019 0.2736 -0.3511 -0.0474
C 0.1938 2.8280 3.6170 1.0556 0.3174 1.8041
C -0.9711 1.9017 3.8868 1.8209 0.5814 0.3596
O -1.3648 1.5174 2.6365 -2.5560 -0.7450 -1.6671
H -0.0334 3.6482 2.9360 -0.2957 -0.2657 -0.0671
H 1.0816 2.2948 3.2768 -0.0836 -0.1209 -0.3257
H 0.5007 3.2734 4.5633 0.2168 0.2953 0.1410
H -1.6784 2.4455 4.5131 -0.8328 -0.0423 -0.7560
H -0.7371 1.0046 4.4599 0.5591 0.0202 0.4026
H -0.6063 1.2742 2.1006 0.1867 0.0258 0.0546
C 3.5591 -3.4833 3.4016 0.2046 -0.4220 0.0916
C 3.6711 -3.1017 1.9559 -0.3518 0.0750 -0.0912
O 5.0175 -3.2466 1.4768 -0.9394 0.0642 0.5505
H 4.4160 -3.0650 3.9296 -0.1554 -0.0716 0.2976
H 3.5049 -4.5643 3.5300 0.3562 -0.0739 0.1037
H 2.6177 -3.0956 3.7910 0.0740 0.2115 0.1582
H 3.2627 -2.0927 1.9002 0.5641 0.4489 -0.4420
H 2.9481 -3.6913 1.3921 0.1808 -0.2795 -0.3622
H 4.9877 -3.1098 0.5271 0.0554 0.0813 -0.3095
C 0.0808 -5.0845 3.1416 1.2225 -1.2693 0.1920
C -0.5122 -5.2531 1.7662 -0.4516 1.5491 -0.2298
O -1.7520 -4.5463 1.7537 -0.5974 -0.4745 -0.2147
H -0.4629 -5.6586 3.8919 -0.3702 0.1400 0.0019
H 0.2480 -4.0755 3.5184 -0.4090 0.1250 -0.4917
H 1.0622 -5.5588 3.1384 0.3350 -0.0179 0.0282
H -0.6337 -6.2744 1.4053 0.0544 -0.2070 0.4137
H 0.0168 -4.7268 0.9716 0.6966 -0.1487 0.2394
H -2.4413 -5.1491 2.0422 -0.2278 0.1972 0.0426
C 0.8439 -0.9686 -0.1004 -0.8683 0.1223 -0.7541
C -0.1146 -0.3213 -1.2024 0.9047 -2.5591 1.2136
O -0.1036 1.0612 -1.1099 0.2975 0.8276 -0.1095
H 0.6226 -0.6255 0.9103 -0.4917 0.1469 0.0721
H 1.9142 -0.7822 -0.1890 -0.0055 0.2528 -0.6582
H 0.7278 -2.0524 -0.1054 -0.0704 -0.1561 -0.0402
H -1.1230 -0.7226 -1.1019 -0.2052 0.3551 0.6334
H 0.1366 -0.6918 -2.1963 0.5568 0.3280 -0.0502
H 0.6815 1.3236 -1.5960 0.2077 0.4297 -0.0900
C 2.8718 1.8228 -4.9985 -0.5001 0.0627 0.9330
C 1.6801 0.8666 -5.1466 -0.2885 0.3332 -1.0183
O 1.5676 -0.0268 -4.0762 0.2754 -0.1011 0.8783
H 3.7998 1.2522 -5.0346 0.0423 0.2331 -0.0091
H 2.7809 2.3209 -4.0332 0.1901 -0.4924 0.4727
H 2.9128 2.7211 -5.6144 -0.1868 -0.4367 -0.9433
H 1.7460 0.2900 -6.0692 0.2273 0.0953 -0.2557
H 0.7086 1.3574 -5.2056 0.1031 0.6058 -0.0818
H 1.7066 -0.9253 -4.3845 0.1524 -0.2710 0.0799
C 1.4829 4.6776 -2.8693 -0.5449 0.1846 1.4159
C 0.6661 4.7713 -4.1786 0.9156 -0.0660 1.1300
O 1.3037 5.7810 -4.9117 0.2952 0.5871 -1.3460
H 1.0574 4.1414 -2.0210 -0.5223 -0.4704 -0.2940
H 1.6182 5.6631 -2.4237 -0.3414 0.4411 -0.3784
H 2.5162 4.3306 -2.8755 -0.0119 -0.3919 -1.0030
H -0.3585 5.1292 -4.0781 0.0439 -0.2652 0.5684
H 0.6424 3.8319 -4.7309 -0.0182 -0.1661 0.0499
H 2.1476 5.4227 -5.1963 0.1643 0.1467 -0.0917
```
Forces are in eV/Å.

# 4
C21H56FO7Zn | ωB97M-V/def2-TZVPD

Calculated values
Net charge: +1
HOMO: -0.424 hartree
LUMO level: -9.866 eV
Energy relative to the best compared isomer or geometry (same formula, charge and spin): 1351.3 kJ/mol
Maximum force: 3.511 eV/A
Orbital gap: 1.66 eV

```
86
Properties=species:S:1:pos:R:3:forces:R:3
Zn -2.0236 0.2778 -3.0230 1.2365 0.3849 1.4041
F 0.1408 0.9978 -0.6691 -1.1916 -0.4062 -1.2980
C 6.8149 2.3199 2.1519 -0.5836 -0.1220 0.4464
C 6.1370 1.4258 1.1614 0.6256 0.0239 -0.1807
C 7.1540 0.4480 0.6079 -0.3653 -0.7534 -1.2954
O 5.0483 0.7455 1.7698 -0.2563 -0.0173 -0.0473
H 7.7313 2.7357 1.7332 -0.1394 0.1304 0.1903
H 7.0273 1.6409 2.9778 0.3256 0.3834 0.3509
H 6.1007 3.0800 2.4686 0.3265 0.2048 0.2170
H 5.7211 2.0047 0.3368 0.1872 0.1951 -0.1669
H 8.1562 0.8584 0.4841 -0.1548 0.1682 -0.0097
H 6.7462 0.1999 -0.3720 0.4539 -0.2657 -0.3526
H 7.2482 -0.5226 1.0949 -0.2119 0.2901 0.6040
H 4.2895 0.9580 1.2215 -0.2373 -0.2358 0.2401
C -2.3976 6.9084 -3.8519 0.8234 0.5072 0.4745
C -2.4340 5.8662 -2.7696 0.3076 2.7325 2.1833
C -3.3180 6.3219 -1.5607 -0.0239 -0.4360 -0.1449
O -2.9044 4.7073 -3.3017 -0.4305 -2.4820 -0.5527
H -1.5646 6.6992 -4.5231 -0.4516 -0.2382 -0.4969
H -2.1208 7.8679 -3.4150 -0.4619 0.2357 -0.0373
H -3.3851 6.9228 -4.3131 0.1749 0.3959 -0.3857
H -1.4253 5.7602 -2.3704 0.0919 -0.6383 -0.1724
H -4.2584 6.7439 -1.9152 -0.1596 -0.0433 -0.0878
H -2.9071 7.0413 -0.8523 0.4681 0.2198 -0.4694
H -3.5423 5.4618 -0.9298 -0.1093 -0.2227 -0.1651
H -3.7619 4.9226 -3.6759 -0.2240 -0.1903 -0.1576
C 0.9511 -5.1128 -3.2206 -0.5807 -0.4839 0.0957
C -0.6152 -5.0838 -3.1373 1.9267 -2.2690 -1.2550
C -1.2699 -6.2822 -2.4104 0.3534 1.0748 0.8701
O -0.9005 -3.8849 -2.5548 -1.5705 2.4276 0.4535
H 1.3709 -6.0463 -3.5953 -0.1450 -0.0677 -0.0088
H 1.3636 -4.9234 -2.2296 0.0780 -0.0757 0.1013
H 1.2693 -4.3050 -3.8795 -0.0123 0.0018 0.0504
H -0.9210 -5.0352 -4.1824 -0.4659 0.1328 0.0424
H -2.3575 -6.3217 -2.4716 0.0377 0.0224 -0.5919
H -1.1207 -5.9971 -1.3690 0.1779 -0.4544 0.4402
H -0.8284 -7.2690 -2.5497 0.0263 0.2297 -0.3440
H -0.5803 -3.8239 -1.6518 0.1401 -0.3432 0.1655
C 3.1954 1.9000 -5.5220 -0.1320 0.0215 -0.4547
C 2.2973 1.4916 -6.6738 1.7143 -1.0856 0.3507
C 3.0652 0.4865 -7.6006 0.0283 1.0841 -0.1772
O 1.1572 0.8515 -6.1354 -0.7029 -0.0573 -0.2489
H 3.5954 1.0124 -5.0320 0.0434 0.0491 0.0504
H 2.6604 2.5088 -4.7931 0.0809 0.0702 -0.0412
H 4.0043 2.4656 -5.9844 0.1688 0.1050 0.4296
H 2.0128 2.3827 -7.2334 -0.0960 0.0101 -0.2123
H 4.0462 0.8965 -7.8410 -0.0220 0.2940 -0.1519
H 2.5375 0.3823 -8.5487 -0.0540 -0.2239 -0.0416
H 3.3113 -0.4949 -7.1953 -0.5915 0.0616 0.4435
H 0.7182 0.5604 -6.9380 -0.5783 -0.3700 0.1294
C 1.8408 -5.7327 3.9789 -0.7660 0.2516 0.0277
C 0.3730 -5.3217 3.8562 -1.0244 -0.8225 2.5747
C -0.2132 -4.9676 5.2845 0.5507 0.2603 -0.1083
O 0.0984 -4.2263 3.0295 0.3961 -0.0317 -0.6313
H 1.8898 -6.5988 4.6389 0.0658 -0.0382 -0.0312
H 2.3901 -4.9254 4.4634 0.3855 0.0064 -0.2980
H 2.2112 -6.0234 2.9959 0.3305 0.2577 0.1086
H -0.1565 -6.2110 3.5143 -0.2963 0.2775 -0.4922
H -1.2604 -4.6726 5.3515 -0.2246 -0.5004 -0.6744
H 0.2583 -4.0537 5.6460 0.5438 0.1447 -0.0480
H -0.0274 -5.7008 6.0694 0.0538 -0.2855 -0.2431
H 0.5862 -3.5161 3.4529 -0.0178 0.4943 -0.2138
C -6.7523 -1.6603 0.9551 0.1122 0.2415 0.6099
C -6.7977 -0.5474 -0.1162 0.9348 -0.8865 0.8520
C -7.6417 0.6262 0.2429 -0.4421 0.6832 0.8648
O -5.3902 -0.1158 -0.1021 -0.3114 0.0559 -1.4211
H -7.6056 -1.9232 1.5803 -0.6682 0.1263 -0.7340
H -6.0863 -1.2261 1.7008 0.2475 -0.2712 0.1271
H -6.2882 -2.5789 0.5962 -0.0237 0.1394 -0.1169
H -7.0094 -0.9364 -1.1122 0.1579 0.0598 0.0032
H -7.3368 0.9221 1.2467 0.2437 0.3189 0.1739
H -8.7089 0.4695 0.3999 -0.0252 -0.4316 -0.5533
H -7.4909 1.4793 -0.4186 -0.0340 -0.1119 -0.1024
H -5.3059 0.5529 0.5816 -0.0444 0.0964 0.1552
C -0.3622 1.8088 7.6626 -0.2447 -0.4080 -1.6188
C 0.1411 1.6561 6.1754 0.3501 -0.2979 1.5786
C 0.5814 2.9260 5.5002 -0.1814 -0.2278 -0.1415
O 1.2800 0.8066 6.1858 0.0092 -0.9776 0.6629
H -0.6554 0.8360 8.0574 0.6899 -0.2179 0.1035
H -1.3481 2.2695 7.5997 0.1699 0.7358 0.1151
H 0.3337 2.3382 8.3135 -0.1366 -0.0515 -0.0799
H -0.6808 1.1704 5.6495 -0.1163 -0.0178 -0.2977
H 1.6319 3.0871 5.7423 -0.1978 0.5075 0.5469
H -0.0927 3.7327 5.7878 0.3149 0.3098 -0.4500
H 0.6210 2.7162 4.4313 -0.4554 0.4490 -0.2512
H 1.7385 0.7892 5.3426 -0.1908 0.1875 -0.1823
```
Forces are in eV/Å.

# 5
C10H12IO3S | ωB97M-V/def2-TZVPD

Calculated values
Net charge: -1
HOMO: -0.150 hartree
LUMO level: 0.238 eV
Energy relative to the best compared isomer or geometry (same formula, charge and spin): 0.0 kJ/mol
Maximum force: 6.197 eV/A
Orbital gap: 4.31 eV

```
27
Properties=species:S:1:pos:R:3:forces:R:3
C -0.2105 -2.5844 -0.7592 0.1519 -0.6806 0.7058
C 0.9019 -2.0654 -1.3148 -0.1837 -0.0325 0.2000
C -1.0826 -0.3998 0.0772 1.4023 2.4120 1.6906
C -1.0823 -1.7804 0.0962 -1.0742 -1.9846 -0.5732
C 0.3078 1.7219 -0.3583 1.4037 0.7229 -0.7853
C -0.2865 2.6609 0.4336 1.2412 -1.0992 -0.5512
C 1.3870 -0.7348 -1.1543 -4.4220 3.2392 2.8898
C -0.0409 0.3564 -0.5053 2.2232 -4.2115 -0.2594
C -2.1899 -2.4615 0.9101 -0.7557 -1.0060 1.0936
C 0.2805 3.9938 0.4361 3.1229 3.2191 1.0691
O 3.6485 -1.5634 -0.2734 -1.1623 1.3483 0.7812
O 3.1897 0.8406 -0.1728 0.4639 1.4423 -0.2303
O 2.0898 -0.6172 1.4537 0.4945 -0.0460 -1.1348
S 2.7338 -0.4707 0.1477 0.1970 -3.0645 0.2764
I -5.1412 -0.3119 -0.3034 0.1104 -0.0160 0.0285
H -0.2792 -3.7053 -0.8391 -0.5882 1.4091 0.2377
H 1.5622 -2.6745 -1.8805 0.4063 -0.8039 -0.3706
H -1.6145 0.1534 0.9194 -0.1357 -0.8972 -1.6664
H 1.3042 1.9496 -0.9357 -2.2220 0.1029 1.2484
H -1.0455 2.4568 1.1636 -0.6212 -0.3787 -0.1615
H 1.7446 -0.2205 -1.9870 0.7350 0.5263 -1.5155
H -2.4881 -1.8063 1.7650 0.0487 -0.2926 -0.9500
H -2.0481 -3.4926 1.4166 0.7931 1.5071 -1.1410
H -3.1405 -2.6670 0.3077 1.2211 0.9113 0.3402
H 1.3046 4.0584 -0.0834 -1.5768 -0.3722 0.5404
H -0.3015 4.7949 0.0074 -0.7717 -0.1226 -0.7403
H 0.4965 4.5689 1.4330 -0.5016 -1.8326 -1.0223
```
Forces are in eV/Å.

# 6
C4H3ClOS | ωB97M-V/def2-TZVPD

Calculated values
Net charge: 0
HOMO: -0.337 hartree
LUMO level: -1.399 eV
Energy relative to the best compared isomer or geometry (same formula, charge and spin): 157.3 kJ/mol
Maximum force: 5.303 eV/A
Orbital gap: 7.77 eV

```
10
Properties=species:S:1:pos:R:3:forces:R:3
C 0.6738 0.0260 -0.7729 -4.3945 0.3513 2.9469
C 0.2447 0.0880 -2.1022 0.1429 -0.2582 -4.0190
C 2.4898 2.8662 -2.2516 -1.0883 1.2220 -0.4269
C -0.2680 0.0790 0.2170 1.8887 1.0193 1.4610
O 1.7149 3.6271 -2.5947 1.1282 -1.1252 0.4825
S 1.2800 0.0663 -3.3853 -0.9625 0.0354 1.0952
Cl -1.5453 0.0861 -2.4860 1.4240 0.0838 0.6620
H 1.6618 0.0526 -0.4788 2.0797 -0.4052 -0.0204
H -0.0349 0.1265 1.2947 1.0451 -0.5159 -0.5844
H -1.2685 0.4199 0.2675 -1.2633 -0.4073 -1.5970
```
Forces are in eV/Å.